[1]
# C64H56F5N9O6P2S6Ti

C64H56F5N9O6P2S6Ti as an isolated structure in a non-equilibrium geometry (ωB97M-V/def2-TZVPD, the Open Molecules 2025 dataset).

Element x y z (Å)
Ti: 0.5766 0.2839 -0.3569
C: -5.0146 2.9000 5.9794
S: -5.8213 2.3664 4.4485
C: -4.3771 2.3326 3.3478
C: -3.5296 1.0826 3.5228
C: -2.2743 1.0964 2.6504
N: -2.6365 0.9695 1.2593
P: -1.7711 1.3303 -0.0260
C: -2.9163 0.9917 -1.4167
C: -4.2883 1.0705 -1.2058
C: -5.1665 0.9168 -2.2678
C: -4.6813 0.6906 -3.5482
C: -3.3129 0.6329 -3.7715
C: -2.4358 0.7843 -2.7077
C: -1.7239 3.1708 -0.2732
C: -2.1617 3.9930 0.7566
C: -2.1515 5.3763 0.6168
C: -1.7116 5.9457 -0.5670
C: -1.3311 5.1295 -1.6250
C: -1.3403 3.7542 -1.4767
P: -2.9790 -2.1430 -0.1891
C: -4.7524 -2.1339 -0.5940
C: -5.3085 -2.6966 -1.7356
C: -6.6877 -2.6959 -1.8959
C: -7.5076 -2.1311 -0.9296
C: -6.9505 -1.5434 0.1992
C: -5.5753 -1.5440 0.3641
C: -3.0371 -3.7020 0.8041
C: -2.9134 -3.5980 2.1870
C: -2.9665 -4.7301 2.9885
C: -3.1207 -5.9801 2.4093
C: -3.2505 -6.0918 1.0295
C: -3.2234 -4.9594 0.2334
H: -5.7818 2.9202 6.7497
H: -4.5984 3.8982 5.8508
H: -4.2333 2.1985 6.2661
H: -3.7951 3.2363 3.5499
H: -4.7710 2.3898 2.3330
H: -4.1294 0.2044 3.2762
H: -3.2144 0.9891 4.5667
H: -1.6612 0.2461 2.9882
H: -1.6955 2.0056 2.8868
H: -4.6499 1.2558 -0.2034
H: -6.2340 0.9787 -2.0964
H: -5.3691 0.5737 -4.3762
H: -2.9285 0.4849 -4.7740
H: -1.3681 0.7615 -2.8846
H: -2.5445 3.5380 1.6623
H: -2.4943 6.0087 1.4274
H: -1.6855 7.0226 -0.6757
H: -1.0268 5.5669 -2.5680
H: -1.0695 3.1252 -2.3106
H: -4.6700 -3.1274 -2.4956
H: -7.1233 -3.1427 -2.7810
H: -8.5820 -2.1398 -1.0623
H: -7.5862 -1.0803 0.9435
H: -5.1168 -1.0762 1.2299
H: -2.7993 -2.6197 2.6482
H: -2.8842 -4.6363 4.0638
H: -3.1532 -6.8634 3.0338
H: -3.3779 -7.0662 0.5744
H: -3.3428 -5.0495 -0.8389
N: 0.0721 -1.2754 1.2356
C: 0.9249 -1.5991 2.3525
C: 1.8610 -2.6149 2.1991
C: 2.7518 -2.9011 3.2224
C: 2.6955 -2.1922 4.4124
C: 1.7287 -1.2135 4.5878
C: 0.8513 -0.9089 3.5575
S: 3.9382 -2.4843 5.6887
O: 3.3440 -3.4112 6.6178
O: 4.1512 -1.1376 6.2601
O: 5.0879 -2.9646 4.9424
H: -0.0982 -2.1235 0.7037
H: -0.8223 -0.8990 1.5522
H: 1.8972 -3.1681 1.2672
H: 3.5102 -3.6672 3.1173
H: 1.6908 -0.6880 5.5337
H: 0.1224 -0.1196 3.6771
C: 4.4826 -1.5328 -0.9248
N: 4.4306 -0.9772 0.4262
C: 5.4657 -1.1970 1.2900
C: 5.5055 -0.6112 2.4971
C: 4.4371 0.2793 2.8231
N: 3.4299 0.4819 1.9633
C: 3.3877 -0.1929 0.8365
O: 2.3614 -0.1505 0.0662
N: 4.4422 0.9444 3.9784
H: 5.2725 -1.0404 -1.4924
H: 3.5334 -1.3540 -1.4158
H: 4.6841 -2.6009 -0.8814
H: 6.2251 -1.8829 0.9418
H: 6.2790 -0.8218 3.2176
H: 4.6971 0.3914 4.8163
H: 3.6255 1.5223 4.1243
N: 0.5831 1.4268 1.3674
C: 0.9109 2.4070 1.8717
C: 1.3785 3.5944 2.4883
C: 2.7557 3.8460 2.4623
C: 3.2383 5.0015 3.0454
C: 2.3618 5.8986 3.6430
C: 0.9944 5.6537 3.6505
C: 0.4946 4.5015 3.0751
H: 3.4085 3.1342 1.9767
H: 4.3003 5.2058 3.0301
H: 2.7466 6.7971 4.1075
H: 0.3168 6.3655 4.1021
H: -0.5663 4.2986 3.0576
O: 1.1409 0.0049 -2.2267
C: 0.4412 -1.0339 -2.4529
C: 0.4492 -1.8655 -3.6995
C: -0.8340 -2.6735 -3.5107
C: -1.0820 -2.6289 -2.0007
O: -2.4203 -2.7281 -1.6817
N: -0.3954 -1.4294 -1.5333
H: 1.3415 -2.4970 -3.6983
H: 0.4672 -1.2497 -4.5979
H: -0.7891 -3.6771 -3.9131
H: -1.6833 -2.1626 -3.9700
F: 3.6204 -7.2892 -4.2136
C: 2.7666 -6.4956 -3.5870
C: 3.2106 -5.6339 -2.5993
F: 4.5027 -5.5831 -2.2847
C: 2.3029 -4.8270 -1.9401
F: 2.7778 -3.9823 -1.0207
C: 0.9360 -4.8739 -2.2067
S: -0.1798 -4.0996 -1.0846
C: 0.5223 -5.7404 -3.2157
F: -0.7709 -5.8509 -3.5139
C: 1.4208 -6.5268 -3.9128
F: 0.9926 -7.3425 -4.8714
S: 1.9768 2.4542 -6.8173
C: 2.1524 2.7078 -5.1989
S: 0.8792 2.4313 -4.0399
C: 2.0254 2.6635 -2.7003
N: 3.1881 2.9932 -3.1282
N: 3.2660 3.0601 -4.4931
C: 4.5231 3.4811 -5.0270
C: 4.5971 4.2612 -6.1736
C: 5.8373 4.6760 -6.6335
C: 6.9944 4.3297 -5.9533
C: 6.9109 3.5669 -4.7980
C: 5.6784 3.1415 -4.3312
S: 1.6239 2.5586 -1.0237
H: 3.6970 4.5464 -6.6931
H: 5.8907 5.2866 -7.5254
H: 7.9564 4.6684 -6.3157
H: 7.8098 3.3068 -4.2545
H: 5.5931 2.5606 -3.4243

## Properties
Lowest unoccupied orbital energy   -1.5 eV
Energy relative to the best compared isomer or geometry (same formula, charge and spin)   22.4 kcal/mol
Highest occupied orbital energy   -7.892 eV
Total charge   0
HOMO-LUMO gap   6.345 eV

These are the Mulliken partial charges, in e, on atoms 1 to 6: number 1, Ti, carries -0.1302; number 2, C, carries -0.8425; number 3, S, carries -0.0600; number 4, C, carries -0.1836; number 5, C, carries -0.9339; number 6, C, carries 1.6683



[2]
# C64H61AsCaNO2P4

C64H61AsCaNO2P4 as an isolated structure (ωB97M-V/def2-TZVPD, the Open Molecules 2025 dataset).

Element x y z (Å)
Ca: -0.8538 0.1560 0.0433
C: 2.2556 -0.7167 -1.0019
P: 3.2244 0.1417 -2.3435
C: 2.6964 1.8916 -2.2926
C: 1.5632 2.3782 -1.6524
C: 1.1910 3.7111 -1.7514
C: 1.9563 4.5884 -2.5041
C: 3.0920 4.1209 -3.1543
C: 3.4519 2.7891 -3.0515
C: 4.8999 0.2903 -1.6518
C: 5.2193 1.1624 -0.6111
C: 6.5110 1.2238 -0.1213
C: 7.5011 0.4164 -0.6667
C: 7.1972 -0.4493 -1.7053
C: 5.9014 -0.5059 -2.1997
C: 2.2932 -0.3043 0.4339
C: 3.3167 -0.4573 1.3401
C: 2.8308 0.0392 2.5722
C: 1.5371 0.4529 2.3503
C: 0.6315 1.0732 3.3598
P: 0.7861 2.8938 3.7383
C: -0.0259 3.7384 2.3349
C: 0.1438 5.1223 2.2172
C: -0.5514 5.8552 1.2718
C: -1.4613 5.2290 0.4274
C: -1.6474 3.8602 0.5338
C: -0.9287 3.1323 1.4709
C: 2.5294 3.2414 3.3529
C: 3.4110 3.3991 4.4161
C: 4.7572 3.6432 4.1868
C: 5.2261 3.7584 2.8881
C: 4.3521 3.6089 1.8184
C: 3.0155 3.3361 2.0488
N: 1.1802 0.2355 1.0399
H: 2.5724 -1.7615 -1.1115
H: 1.2253 -0.7197 -1.3952
H: 0.9813 1.7057 -1.0352
H: 0.3202 4.0695 -1.2144
H: 1.6775 5.6313 -2.5759
H: 3.7003 4.7966 -3.7401
H: 4.3405 2.4388 -3.5650
H: 4.4446 1.7773 -0.1750
H: 6.7463 1.8949 0.6946
H: 8.5114 0.4676 -0.2835
H: 7.9673 -1.0753 -2.1360
H: 5.6658 -1.1732 -3.0206
H: 4.2886 -0.8754 1.1425
H: 3.3648 0.0968 3.5075
H: 0.8078 0.5996 4.3312
H: -0.4275 0.8828 3.1518
H: 0.8354 5.6295 2.8800
H: -0.3879 6.9227 1.1993
H: -2.0160 5.8029 -0.3029
H: -2.3639 3.3635 -0.1094
H: -1.0789 2.0619 1.5475
H: 3.0438 3.3390 5.4338
H: 5.4344 3.7598 5.0219
H: 6.2721 3.9691 2.7071
H: 4.7155 3.7027 0.8030
H: 2.3441 3.1920 1.2094
O: -2.3121 -0.2913 1.6807
P: -3.6827 0.1079 2.1609
C: -4.8924 0.0752 0.7806
P: -4.2579 0.2780 -0.9240
O: -2.8038 -0.0876 -1.0084
C: -5.2667 -0.7941 -1.9426
C: -6.0662 -0.2993 -2.9689
C: -6.7705 -1.1776 -3.7808
C: -6.6769 -2.5435 -3.5686
C: -5.8790 -3.0411 -2.5455
C: -5.1755 -2.1710 -1.7352
C: -4.5189 1.9769 -1.4405
C: -5.6993 2.6712 -1.1706
C: -5.8498 3.9766 -1.6050
C: -4.8282 4.5919 -2.3190
C: -3.6617 3.9018 -2.6048
C: -3.5057 2.5939 -2.1673
C: -3.7130 1.7302 2.9092
C: -2.9994 1.8809 4.1006
C: -2.8404 3.1349 4.6603
C: -3.4029 4.2449 4.0426
C: -4.1276 4.1006 2.8712
C: -4.2793 2.8454 2.3010
C: -4.2727 -1.0789 3.3603
C: -3.5419 -2.2406 3.5821
C: -4.0000 -3.1727 4.5012
C: -5.1807 -2.9447 5.1903
C: -5.9087 -1.7810 4.9742
C: -5.4540 -0.8447 4.0630
H: -5.6885 0.7995 0.9659
H: -5.3635 -0.9116 0.8222
H: -6.1292 0.7648 -3.1515
H: -7.3868 -0.7924 -4.5807
H: -7.2246 -3.2262 -4.2031
H: -5.8044 -4.1080 -2.3856
H: -4.5414 -2.5676 -0.9492
H: -6.5111 2.1967 -0.6325
H: -6.7642 4.5138 -1.3931
H: -4.9486 5.6122 -2.6558
H: -2.8671 4.3779 -3.1629
H: -2.5910 2.0526 -2.3818
H: -2.5551 1.0189 4.5852
H: -2.2642 3.2482 5.5671
H: -3.2716 5.2256 4.4784
H: -4.5606 4.9664 2.3896
H: -4.8169 2.7619 1.3654
H: -2.6142 -2.4015 3.0488
H: -3.4301 -4.0728 4.6834
H: -5.5338 -3.6721 5.9081
H: -6.8220 -1.6024 5.5239
H: -6.0090 0.0747 3.9155
C: 0.5004 0.4484 -4.8413
As: -0.6871 -0.0653 -3.3857
C: -2.3754 0.0563 -4.3611
C: -0.3636 -2.0271 -3.3929
C: -1.0151 -2.7472 -4.5263
C: -0.3619 -2.9213 -5.7429
C: -1.0035 -3.5364 -6.8077
C: -2.3063 -3.9892 -6.6719
C: -2.9634 -3.8293 -5.4599
C: -2.3223 -3.2138 -4.3986
H: 0.2540 -0.1173 -5.7397
H: 1.5358 0.2660 -4.5572
H: 0.3738 1.5132 -5.0382
H: -2.3171 -0.5141 -5.2870
H: -2.5526 1.1068 -4.5957
H: -3.1989 -0.3213 -3.7609
H: -0.7130 -2.4278 -2.4363
H: 0.7247 -2.1305 -3.4126
H: 0.6619 -2.5847 -5.8522
H: -0.4796 -3.6684 -7.7450
H: -2.8031 -4.4734 -7.5011
H: -3.9775 -4.1893 -5.3430
H: -2.8421 -3.0849 -3.4555

## Properties
Lowest unoccupied orbital energy   -2.3 eV
Energy relative to the best compared isomer or geometry (same formula, charge and spin)   0.0 kcal/mol
Highest occupied orbital energy   -8.417 eV
Total charge   +1
HOMO-LUMO gap   6.109 eV

These are the Mulliken partial charges, in e, on atoms 1 to 6: number 1, Ca, carries 2.3436; number 2, C, carries 0.7698; number 3, P, carries 0.0691; number 4, C, carries 0.1379; number 5, C, carries 1.4612; number 6, C, carries -0.2981



[3]
# C64H63I3N10O7

C64H63I3N10O7 as an isolated structure in a non-equilibrium geometry (ωB97M-V/def2-TZVPD, the Open Molecules 2025 dataset).

Element x y z (Å)
C: -3.1725 -3.1020 3.4901
O: -2.6970 -2.7445 2.1435
C: -1.2590 -2.9167 2.1666
C: -0.7201 -4.1662 1.2896
C: -1.4062 -4.3242 -0.1484
O: -0.6912 -4.0976 -1.1646
I: -3.4902 -4.9476 -0.3813
C: -0.4427 -1.5441 1.7662
O: -1.5001 -0.5275 1.6047
C: -1.4006 0.1280 0.3443
O: -1.2545 1.3973 0.3698
C: -1.5014 -0.5437 -1.0883
C: -0.3827 -0.1428 -2.1222
C: -0.3798 -0.6910 -3.6038
C: -1.5057 -1.6743 -4.1212
C: -2.6024 -2.0783 -3.0677
C: -2.6198 -1.5299 -1.5900
O: 0.3787 -1.2418 2.8804
C: 1.4770 -0.3703 2.7004
C: 1.9551 0.0969 1.2736
C: 3.3781 -0.6357 0.9458
O: 3.4219 -1.4334 -0.0462
O: 2.6366 -1.0533 3.3503
C: 2.2695 -2.4154 3.5859
N: 2.0508 -3.6118 3.5245
C: 1.1602 0.9653 3.5928
I: -0.8598 1.3245 4.4163
C: 2.1344 1.9554 3.9297
C: 3.6667 1.8586 3.4804
I: 1.5973 3.7262 5.1343
H: -2.7492 -2.3714 4.2743
H: -2.8931 -4.1740 3.7895
H: -4.3230 -3.0310 3.5518
H: -0.9801 -3.1681 3.2651
H: 0.4297 -4.0434 1.1897
H: -0.8548 -5.1449 1.9005
H: 0.0800 -1.7990 0.7786
H: 0.4722 0.5791 -1.8629
H: 0.4271 -0.3638 -4.3647
H: -1.5281 -2.0671 -5.2175
H: -3.4404 -2.7743 -3.4226
H: -3.4582 -1.8340 -0.8746
H: 2.1984 1.2321 1.2795
H: 1.3041 -0.0806 0.3617
H: 4.3457 -0.4385 1.5225
H: 4.1221 0.8876 3.9177
H: 4.2503 2.7155 4.0030
H: 3.8576 1.9879 2.3593
N: -4.2007 1.2549 -3.6481
C: -5.3584 1.4661 -4.2956
C: -6.4331 2.1507 -3.7514
C: -6.3105 2.6448 -2.4608
C: -5.1261 2.4391 -1.7673
C: -4.1073 1.7437 -2.4001
H: -5.4067 1.0584 -5.3004
H: -7.3427 2.2939 -4.3217
H: -7.1302 3.1855 -1.9995
H: -4.9967 2.8107 -0.7581
H: -3.1597 1.5602 -1.9028
N: 5.1981 3.4034 6.3985
C: 5.3776 2.5802 7.4449
C: 6.1663 2.8878 8.5420
C: 6.8126 4.1154 8.5619
C: 6.6462 4.9848 7.4931
C: 5.8336 4.5858 6.4444
H: 4.8544 1.6313 7.3814
H: 6.2729 2.1857 9.3595
H: 7.4399 4.3923 9.4025
H: 7.1363 5.9504 7.4758
H: 5.6695 5.2322 5.5876
N: 1.8707 3.1783 -2.1923
C: 0.6351 3.4212 -1.7223
C: -0.3086 4.1834 -2.3917
C: 0.0409 4.7326 -3.6169
C: 1.3114 4.4998 -4.1256
C: 2.1821 3.7206 -3.3814
H: 0.4104 2.9730 -0.7596
H: -1.2915 4.3438 -1.9658
H: -0.6701 5.3364 -4.1707
H: 1.6174 4.9136 -5.0785
H: 3.1849 3.5070 -3.7383
N: -4.2050 1.5654 6.0335
C: -4.8607 1.6944 4.8676
C: -6.1357 2.2250 4.7546
C: -6.7766 2.6448 5.9113
C: -6.1235 2.5216 7.1296
C: -4.8478 1.9812 7.1372
H: -4.3193 1.3492 3.9921
H: -6.6154 2.3075 3.7871
H: -7.7759 3.0645 5.8640
H: -6.5944 2.8387 8.0518
H: -4.2948 1.8676 8.0642
N: -0.7026 5.3914 1.8645
C: -1.6248 4.5570 1.3641
C: -2.8666 4.9634 0.9035
C: -3.1782 6.3146 0.9663
C: -2.2420 7.2017 1.4820
C: -1.0266 6.6936 1.9134
H: -1.3326 3.5121 1.3393
H: -3.5714 4.2431 0.5064
H: -4.1406 6.6734 0.6169
H: -2.4517 8.2623 1.5465
H: -0.2606 7.3461 2.3211
N: -2.5791 -3.7537 -6.5510
C: -3.6180 -4.6012 -6.6419
C: -3.6616 -5.6774 -7.5131
C: -2.5719 -5.8932 -8.3446
C: -1.4856 -5.0326 -8.2736
C: -1.5368 -3.9871 -7.3663
H: -4.4469 -4.3894 -5.9741
H: -4.5256 -6.3302 -7.5415
H: -2.5690 -6.7246 -9.0414
H: -0.6190 -5.1713 -8.9081
H: -0.7103 -3.2894 -7.2711
N: 6.6837 -5.7104 -2.2270
C: 7.3635 -4.7061 -1.6491
C: 6.7763 -3.5315 -1.2066
C: 5.4065 -3.3787 -1.3721
C: 4.6798 -4.4001 -1.9680
C: 5.3594 -5.5376 -2.3734
H: 8.4313 -4.8709 -1.5448
H: 7.3743 -2.7553 -0.7447
H: 4.9092 -2.4727 -1.0397
H: 3.6098 -4.3145 -2.1133
H: 4.8346 -6.3650 -2.8410
N: -7.3337 -6.7417 -8.4871
C: -7.2912 -6.0674 -9.6486
C: -7.6448 -6.6145 -10.8715
C: -8.0641 -7.9368 -10.9024
C: -8.1159 -8.6578 -9.7179
C: -7.7448 -8.0193 -8.5456
H: -6.9539 -5.0386 -9.5734
H: -7.5934 -6.0222 -11.7767
H: -8.3480 -8.4011 -11.8407
H: -8.4377 -9.6918 -9.7056
H: -7.7718 -8.5399 -7.5935
N: 10.3702 2.4664 5.7791
C: 11.6136 2.8830 5.4873
C: 11.9582 4.2123 5.3024
C: 10.9621 5.1710 5.4211
C: 9.6681 4.7686 5.7202
C: 9.4255 3.4149 5.8901
H: 12.3563 2.0963 5.4017
H: 12.9788 4.4910 5.0710
H: 11.1921 6.2220 5.2822
H: 8.8668 5.4899 5.8195
H: 8.4308 3.0509 6.1285

## Properties
Lowest unoccupied orbital energy   0.0 eV
Energy relative to the best compared isomer or geometry (same formula, charge and spin)   215.1 kcal/mol
Highest occupied orbital energy   -8.385 eV
Total charge   0
HOMO-LUMO gap   8.384 eV

These are the Mulliken partial charges, in e, on atoms 1 to 6: number 1, C, carries -0.6315; number 2, O, carries -0.1970; number 3, C, carries -0.1748; number 4, C, carries -0.5281; number 5, C, carries 0.0736; number 6, O, carries -0.4489